# 1
{"formula": "C25H65BN6O5P3", "method": "ωB97M-V/def2-TZVPD", "elements": ["P", "P", "P", "O", "O", "O", "O", "O", "N", "N", "N", "N", "N", "N", "C", "C", "C", "C", "C", "C", "C", "C", "C", "C", "C", "C", "C", "C", "C", "C", "C", "C", "C", "C", "C", "C", "C", "C", "C", "B", "H", "H", "H", "H", "H", "H", "H", "H", "H", "H", "H", "H", "H", "H", "H", "H", "H", "H", "H", "H", "H", "H", "H", "H", "H", "H", "H", "H", "H", "H", "H", "H", "H", "H", "H", "H", "H", "H", "H", "H", "H", "H", "H", "H", "H", "H", "H", "H", "H", "H", "H", "H", "H", "H", "H", "H", "H", "H", "H", "H", "H", "H", "H", "H", "H"], "coordinates": [[-0.109, 0.462, 3.309], [0.819, -0.898, -6.045], [-3.579, 1.799, -1.908], [-2.274, 2.466, -1.793], [-1.334, -1.733, 5.901], [-2.957, -1.237, 4.228], [-1.524, 0.691, 2.421], [-0.436, -1.384, -5.452], [1.746, -0.338, -4.745], [-4.249, 1.788, -0.362], [1.188, 0.359, -7.105], [-4.051, 0.238, -2.338], [1.574, -2.219, -6.777], [-4.509, 2.742, -2.968], [5.486, 0.115, 5.431], [4.414, 1.028, 6.025], [0.896, 1.709, -6.579], [-3.613, -0.811, -1.392], [-3.417, 2.352, 0.708], [0.692, -3.101, -7.537], [-3.805, 3.240, -4.144], [2.646, -3.774, 5.430], [1.912, 1.661, 5.956], [-1.825, 0.782, 5.443], [-5.924, 2.549, -3.220], [1.005, 1.652, 2.424], [2.926, -2.215, -7.305], [-0.421, 1.220, 4.898], [3.181, -0.516, -4.647], [1.114, -0.428, -3.425], [-3.557, -0.133, -3.680], [2.966, -2.417, 6.063], [4.474, -2.134, 6.163], [3.160, 1.216, 5.164], [-5.657, 2.012, -0.108], [1.165, -3.837, 5.029], [0.497, 0.218, -8.403], [5.020, -1.277, 5.002], [0.689, 0.717, 5.846], [-2.054, -0.749, 5.202], [-1.847, 0.994, 6.520], [-3.439, 3.449, 0.723], [1.999, 1.223, 2.297], [-2.390, 2.027, 0.612], [0.384, -2.685, -8.505], [3.684, -0.154, -5.544], [6.280, -0.029, 6.173], [1.053, 2.606, 2.957], [0.558, 1.839, 1.444], [2.174, 1.861, 7.001], [1.048, -0.270, 5.493], [0.266, 0.548, 6.841], [2.524, -1.669, 5.397], [4.880, 2.014, 6.122], [-3.774, 1.984, 1.670], [3.248, -3.838, 4.517], [2.456, -2.313, 7.023], [1.201, -4.047, -7.729], [4.158, 0.716, 7.041], [4.291, -1.204, 4.191], [-6.278, 1.347, -0.710], [-5.870, 1.771, 0.936], [-4.079, -0.667, -0.422], [1.512, 1.918, -5.710], [5.959, 0.598, 4.569], [0.788, -4.858, 4.966], [0.075, -0.119, -3.470], [-3.856, -0.993, 4.470], [0.732, 1.078, -9.029], [-2.616, 1.398, 5.004], [2.894, -4.584, 6.121], [3.030, -1.665, -8.251], [-6.148, 1.672, -3.844], [-3.631, 2.473, -4.910], [3.388, 1.987, 4.423], [-2.840, 3.649, -3.852], [3.468, -1.559, -4.460], [-4.385, 4.043, -4.604], [1.142, 2.438, -7.352], [-6.305, 3.431, -3.743], [1.630, 0.251, -2.744], [3.640, -1.811, -6.602], [5.028, -3.076, 6.208], [-2.469, -0.046, -3.765], [-0.592, 0.153, -8.301], [1.581, 2.613, 5.536], [-1.711, -1.930, 6.763], [-3.932, -1.777, -1.784], [-6.494, 2.465, -2.306], [-2.527, -0.833, -1.258], [0.563, -3.280, 5.752], [-0.155, 1.838, -6.302], [3.558, 0.087, -3.819], [0.850, -0.669, -8.927], [1.004, -3.318, 4.084], [-4.016, 0.487, -4.449], [-0.206, -3.315, -6.962], [3.225, -3.249, -7.491], [-5.961, 3.053, -0.280], [-3.826, -1.165, -3.902], [5.893, -1.786, 4.580], [4.663, -1.595, 7.096], [2.923, 0.315, 4.591], [-1.827, -0.199, 2.204], [1.154, -1.439, -3.005]], "forces_ev_per_angstrom": [[0.2, -0.5, -0.1], [3.0, -0.7, 1.9], [-2.5, 1.3, 1.6], [1.0, -1.1, -0.9], [-0.1, -0.1, -0.1], [0.0, -0.5, 0.4], [0.1, 0.1, 0.0], [-1.3, 0.8, -1.1], [-0.2, -0.3, 0.2], [0.1, 0.5, 0.0], [-1.7, 0.4, -0.3], [1.6, -0.4, -0.4], [-0.3, -0.1, -0.3], [0.1, -0.1, -0.2], [0.0, -0.2, 0.0], [0.2, 0.2, -0.3], [0.2, 0.1, 0.1], [-0.2, -0.1, 0.1], [0.1, 0.2, -0.1], [-0.2, -0.2, 0.2], [0.2, 0.3, 0.1], [-0.5, 0.5, -0.1], [-0.1, 0.2, -0.4], [-0.4, 0.1, 0.2], [-0.1, -0.2, -0.2], [-0.2, 0.2, 0.0], [0.0, 0.1, -0.3], [-0.3, -0.3, 0.3], [0.1, 0.3, -0.1], [-0.1, 0.0, 0.1], [-0.2, 0.1, -0.2], [0.2, -0.1, -0.5], [-0.3, 0.3, 0.1], [0.0, 0.2, 0.1], [-0.1, -0.4, 0.0], [0.1, 0.2, 0.3], [0.3, -0.2, -0.2], [0.4, -0.3, 0.1], [0.1, 0.1, -0.4], [-0.1, 0.2, 0.0], [0.1, 0.1, 0.0], [0.0, 0.0, 0.0], [0.0, 0.0, 0.0], [0.0, 0.0, 0.0], [0.1, 0.0, 0.0], [0.0, 0.0, 0.0], [0.0, 0.1, 0.0], [0.1, 0.0, 0.1], [0.1, -0.1, 0.0], [0.1, -0.1, 0.0], [0.1, 0.0, 0.4], [0.0, 0.0, 0.0], [0.0, 0.0, 0.3], [-0.1, 0.0, 0.3], [0.0, 0.0, 0.0], [0.2, -0.4, 0.1], [0.0, -0.1, 0.0], [0.0, 0.0, 0.0], [-0.1, -0.2, -0.1], [0.0, -0.1, 0.1], [0.0, 0.0, 0.0], [0.1, 0.0, 0.0], [0.0, 0.1, 0.0], [0.0, -0.1, 0.0], [-0.1, 0.1, 0.0], [0.0, 0.0, -0.1], [0.0, 0.0, 0.0], [0.2, 0.4, -0.4], [0.0, 0.0, 0.0], [0.0, -0.1, -0.1], [0.2, -0.1, -0.1], [0.0, 0.0, 0.0], [0.0, 0.0, 0.0], [-0.1, 0.0, 0.0], [0.0, -0.1, -0.1], [0.0, -0.1, 0.0], [0.0, 0.0, 0.0], [0.0, 0.0, 0.1], [0.0, 0.0, 0.0], [0.0, 0.0, 0.0], [0.0, 0.0, 0.0], [0.0, 0.1, 0.0], [0.0, 0.0, 0.1], [0.0, -0.1, 0.0], [0.0, 0.1, 0.0], [-0.1, 0.1, 0.2], [0.2, 0.1, -0.1], [0.0, 0.0, 0.0], [0.0, -0.1, 0.0], [0.0, 0.0, 0.0], [-0.1, -0.2, 0.0], [0.0, 0.0, 0.0], [-0.1, 0.0, 0.0], [0.0, 0.0, 0.0], [0.0, -0.1, 0.0], [0.0, 0.1, 0.1], [0.0, 0.1, 0.0], [-0.1, 0.0, 0.0], [0.0, 0.0, 0.0], [0.0, 0.0, 0.1], [0.0, 0.0, -0.1], [0.1, -0.1, 0.0], [0.0, 0.0, 0.1], [-0.1, 0.2, 0.1], [0.0, 0.0, 0.0]], "lowdin_charge": [0.8115, 0.5425, 0.5465, -0.2749, 0.0920, 0.0805, -0.3514, -0.2778, -0.3093, -0.3052, -0.2831, -0.2802, -0.2885, -0.2892, -0.2295, -0.2193, -0.1116, -0.1097, -0.1153, -0.1279, -0.1348, -0.2671, -0.2057, -0.1999, -0.1307, -0.2901, -0.1234, -0.4501, -0.1378, -0.1069, -0.1177, -0.2260, -0.1982, -0.2176, -0.1436, -0.1123, -0.1230, -0.2198, -0.2978, -0.7062, 0.0835, 0.0868, 0.0029, 0.0517, 0.0670, 0.0707, 0.1028, 0.0206, 0.0154, 0.0914, 0.0488, 0.0935, 0.0765, 0.1044, 0.0768, 0.1030, 0.1143, 0.0782, 0.0995, 0.1015, 0.0687, 0.0798, 0.0720, 0.0742, 0.1046, 0.0602, 0.0582, 0.0841, 0.0783, 0.0742, 0.0976, 0.0816, 0.0806, 0.0642, 0.1003, 0.0716, 0.0853, 0.0755, 0.0769, 0.0784, 0.0852, 0.0399, 0.0982, 0.0723, 0.0898, 0.0811, 0.0913, 0.0769, 0.0383, 0.0895, 0.0499, 0.0867, 0.0820, 0.0557, 0.0694, 0.0557, 0.0733, 0.0815, 0.0824, 0.0817, 0.0973, 0.0965, 0.0733, 0.0167, 0.0891], "charge": -1, "orbital_gap_ha": 0.1316}

# 2
{"formula": "C26H41BrN6P2V", "method": "ωB97M-V/def2-TZVPD", "elements": ["Br", "V", "P", "P", "N", "N", "N", "N", "N", "N", "C", "C", "C", "C", "C", "C", "C", "C", "C", "C", "C", "C", "C", "C", "C", "C", "C", "C", "C", "C", "C", "C", "C", "C", "C", "C", "H", "H", "H", "H", "H", "H", "H", "H", "H", "H", "H", "H", "H", "H", "H", "H", "H", "H", "H", "H", "H", "H", "H", "H", "H", "H", "H", "H", "H", "H", "H", "H", "H", "H", "H", "H", "H", "H", "H", "H", "H"], "coordinates": [[-3.635, -1.726, 4.513], [-0.806, 0.918, -1.041], [2.457, -1.291, 1.280], [-1.516, -1.228, -1.481], [2.002, 1.926, -0.115], [1.778, 3.548, 1.426], [-0.077, 2.695, 2.475], [-0.582, 5.873, -3.499], [0.776, 1.792, 0.397], [0.612, 2.848, 1.287], [0.034, -1.992, -0.713], [-1.404, 3.708, -1.934], [2.428, -2.649, 2.535], [-0.526, 5.943, -2.171], [-1.021, 4.757, -4.073], [-2.567, 1.086, 0.971], [-2.867, -1.927, -0.465], [-1.575, 0.246, 1.581], [-1.920, -0.668, 2.565], [-2.175, 1.837, -0.151], [-3.788, -2.953, -1.133], [-1.459, 3.649, -3.344], [-2.879, -0.469, -3.845], [-3.229, -0.661, 3.079], [2.555, 2.980, 0.514], [-0.950, 4.907, -1.333], [-1.759, 2.566, -1.164], [-3.875, 1.058, 1.502], [3.457, -1.957, -0.119], [5.122, -0.771, 2.304], [-2.324, 0.081, -2.489], [3.734, -0.188, 2.030], [-4.212, 0.169, 2.513], [3.110, -3.980, 2.229], [0.126, -3.504, -0.937], [3.725, -0.876, -1.172], [-2.403, -2.369, 0.424], [-1.046, 2.432, 2.379], [2.826, -0.295, -1.424], [-3.664, -1.207, -3.659], [-4.617, 1.727, 1.072], [-0.124, 6.850, -1.729], [3.551, 3.362, 0.336], [-1.502, 0.835, -2.691], [5.718, -0.016, 2.833], [1.121, -3.876, -0.657], [-4.433, -2.497, -1.897], [-4.437, -3.374, -0.357], [-3.192, 0.593, -2.047], [4.191, -3.875, 2.072], [-1.173, -1.325, 2.987], [-0.606, -4.053, -0.330], [-1.038, 4.697, -5.160], [2.909, -2.801, -0.566], [4.485, -0.162, -0.828], [0.051, -1.781, 0.375], [0.927, -1.505, -1.143], [2.971, -4.660, 3.080], [4.400, -2.345, 0.288], [-1.786, 2.762, -3.882], [-3.447, -1.080, -0.084], [2.676, -4.474, 1.350], [-2.096, -0.929, -4.445], [-3.231, -3.782, -1.591], [1.352, -2.815, 2.710], [5.086, -1.665, 2.938], [3.815, 0.686, 1.367], [2.835, -2.193, 3.451], [-5.232, 0.147, 2.884], [0.075, 3.501, 3.058], [-0.032, -3.749, -1.996], [5.665, -1.018, 1.384], [3.279, 0.159, 2.970], [-3.323, 0.368, -4.395], [-0.889, 5.042, -0.257], [4.098, -1.351, -2.090], [-0.527, 0.284, 1.248]], "forces_ev_per_angstrom": [[-0.2, -0.6, 0.6], [6.7, -3.3, -0.3], [0.7, 0.2, 0.1], [-2.0, -1.6, 2.4], [-1.7, 0.5, 0.5], [-1.8, -1.3, -1.1], [-0.4, -0.4, 0.1], [0.3, 0.0, -0.2], [1.0, 1.8, 0.1], [2.9, -0.9, 0.0], [1.4, -0.3, -0.9], [0.3, 1.1, -1.0], [-0.5, 0.0, 0.1], [-0.4, -0.6, 0.2], [-0.3, -0.3, 0.4], [0.1, -1.0, 1.7], [-0.2, -0.1, 0.2], [-0.5, -0.3, -0.3], [-0.2, 0.8, 0.0], [-0.9, 6.0, -2.3], [-0.1, -0.1, 0.0], [0.5, 0.3, 0.4], [0.5, 0.7, 0.1], [0.1, 0.6, -1.1], [0.0, 0.2, 0.3], [0.1, -0.3, -0.5], [-4.0, -0.3, 4.8], [0.1, -0.2, -0.6], [-0.2, -0.1, 0.0], [0.1, 0.2, 0.1], [-0.2, -1.0, -2.7], [-0.1, 0.2, 0.0], [0.4, 0.2, 0.1], [0.1, -0.2, 0.2], [-0.3, -0.3, -0.4], [0.2, -0.2, -0.2], [0.1, 0.0, -0.2], [-0.1, 0.3, -0.3], [0.2, -0.1, 0.1], [0.2, 0.2, 0.1], [0.0, -0.2, 0.1], [-0.1, 0.0, -0.2], [-0.1, -0.2, -0.2], [-0.7, 0.0, -1.1], [-0.1, -0.2, -0.1], [-0.2, 0.3, 0.0], [0.2, -0.2, 0.2], [0.0, 0.0, -0.3], [0.5, -0.5, 0.7], [-0.3, 0.0, 0.0], [0.0, 0.0, 0.1], [0.1, 0.2, -0.2], [0.0, 0.3, 0.2], [0.3, 0.2, 0.1], [-0.2, -0.2, -0.1], [-0.5, 0.4, -0.7], [-0.3, -0.1, 0.1], [0.1, 0.1, -0.2], [-0.2, -0.1, -0.3], [0.0, 0.1, 0.2], [-0.1, -0.1, -0.1], [0.1, 0.1, 0.1], [0.0, 0.0, 0.0], [-0.1, 0.2, 0.1], [0.3, -0.1, 0.2], [0.0, 0.2, -0.1], [0.0, -0.1, 0.3], [-0.2, -0.3, -0.1], [0.2, 0.0, 0.1], [0.1, 0.3, 0.0], [0.1, -0.1, 0.3], [-0.1, 0.0, 0.2], [0.1, 0.1, -0.2], [0.0, -0.2, -0.1], [-0.1, -0.2, -0.1], [0.0, 0.3, 0.2], [-0.5, -0.2, 0.4]], "lowdin_charge": [0.9097, 0.6736, 0.9326, 1.0239, 0.0700, 0.1671, 0.1580, 0.0978, -0.0200, -0.1745, -0.3851, -0.2159, -0.4150, -0.0972, -0.0979, -0.2676, -0.3730, -0.1039, -0.0992, -0.1252, -0.1117, 0.0052, -0.0822, -0.7038, -0.1645, 0.0147, -0.1113, 0.0115, -0.4212, -0.1314, -0.3940, -0.4331, -0.0783, -0.1413, -0.1123, -0.1566, 0.0825, 0.0798, 0.0270, 0.0756, 0.1387, 0.1227, 0.1309, 0.0507, 0.0831, 0.0664, 0.0702, 0.0878, 0.1175, 0.0721, 0.1121, 0.0873, 0.1240, 0.0574, 0.0731, 0.0221, 0.0468, 0.0826, 0.0729, 0.1088, 0.0700, 0.0630, 0.0865, 0.0810, 0.0520, 0.0714, 0.0361, 0.0767, 0.1217, 0.1189, 0.0893, 0.0698, 0.0767, 0.0883, 0.1148, 0.0827, 0.0615], "charge": 2, "multiplicity": 4, "orbital_gap_ha": [0.2155, 0.1915], "s_squared": 3.838}

# 3
{"formula": "C5H43O20S", "method": "ωB97M-V/def2-TZVPD", "elements": ["S", "O", "O", "O", "O", "O", "O", "O", "O", "O", "O", "O", "O", "O", "O", "O", "O", "O", "O", "O", "O", "C", "C", "C", "C", "C", "H", "H", "H", "H", "H", "H", "H", "H", "H", "H", "H", "H", "H", "H", "H", "H", "H", "H", "H", "H", "H", "H", "H", "H", "H", "H", "H", "H", "H", "H", "H", "H", "H", "H", "H", "H", "H", "H", "H", "H", "H", "H", "H"], "coordinates": [[-2.111, -1.323, -0.014], [5.859, 1.535, -2.449], [2.505, 0.262, -3.515], [-3.353, -2.038, 0.413], [-5.123, -2.269, 2.431], [2.668, -0.978, 0.664], [1.815, 3.522, -0.196], [-1.203, 2.756, 0.050], [4.869, -1.106, -1.932], [3.903, 1.522, -0.199], [6.776, 0.520, 0.108], [-2.440, 0.058, -0.361], [-1.357, 4.029, 2.571], [-1.488, -2.077, -1.095], [-5.708, 0.135, -0.206], [-3.169, -0.217, -3.551], [-1.210, -4.730, 1.416], [-4.168, 2.795, 1.825], [-3.327, -4.179, 3.847], [-5.222, -1.633, -5.302], [3.880, 5.104, 1.142], [0.607, 0.313, 0.366], [-1.072, -1.369, 1.446], [-0.139, -0.161, 1.609], [2.735, -2.363, 0.952], [1.571, -0.703, -0.236], [6.211, 1.026, 0.701], [3.283, 1.930, -0.818], [-2.132, 3.530, 2.855], [1.755, -2.737, 1.266], [2.397, -0.408, -4.197], [1.235, 1.155, 0.675], [2.209, 4.340, 0.133], [0.995, 3.781, -0.630], [-6.478, -0.274, 0.199], [-6.009, -1.243, -5.690], [-4.721, 3.126, 1.112], [-2.946, 0.085, -2.660], [-0.572, -2.334, 1.485], [3.483, 5.309, 1.995], [0.617, -0.415, 2.360], [1.987, -0.249, -1.141], [3.437, -2.533, 1.767], [-4.675, -2.101, 1.577], [-1.578, -5.618, 1.457], [-2.067, 2.586, -0.342], [-1.242, 3.669, 0.357], [-0.729, 0.653, 2.033], [3.029, -2.932, 0.065], [-0.628, 3.405, 2.648], [-3.921, -3.423, 3.729], [2.901, 1.012, -3.971], [3.585, 0.608, -0.110], [5.220, 1.389, -1.730], [-0.056, 0.716, -0.391], [-3.378, -1.148, -3.414], [6.697, 1.566, -1.975], [1.071, -1.615, -0.566], [-2.709, -4.097, 3.109], [4.654, 4.575, 1.356], [6.210, -0.209, -0.182], [5.184, -0.323, -2.408], [-4.745, -0.883, -4.921], [-1.785, -4.257, 0.798], [-5.487, -3.154, 2.326], [-5.038, -0.567, -0.210], [-1.790, -1.362, 2.267], [-4.348, 1.848, 1.841], [4.799, -1.790, -2.602]], "forces_ev_per_angstrom": [[-1.8, -0.8, -0.9], [-0.1, -0.1, -0.3], [0.1, 0.1, -0.1], [0.3, 0.1, 0.1], [-0.4, -0.1, 0.1], [-0.5, -0.4, 0.0], [-0.1, 0.3, -0.1], [0.2, 0.4, -0.5], [0.2, -0.2, 0.2], [0.4, -0.3, -0.5], [0.1, -0.1, 0.2], [0.4, 0.1, 0.2], [0.2, 0.2, 0.4], [0.6, 0.3, 0.4], [-0.1, -0.1, 0.1], [-0.3, -0.1, -0.2], [-0.2, 0.0, 0.1], [0.0, 0.0, 0.2], [-0.1, 0.0, 0.0], [0.0, 0.1, -0.1], [0.0, 0.3, 0.1], [0.7, 0.0, 0.4], [-0.1, 0.6, 0.2], [0.1, -0.3, -0.1], [-0.2, 0.1, 0.0], [-0.1, 0.6, -0.4], [-0.1, 0.0, -0.1], [-0.2, 0.3, 0.4], [-0.1, 0.0, -0.3], [0.0, 0.0, 0.1], [-0.1, 0.0, 0.0], [-0.1, 0.1, 0.0], [0.3, -0.2, 0.0], [-0.1, -0.3, 0.1], [0.0, 0.0, 0.0], [0.0, 0.0, 0.0], [0.0, -0.1, 0.0], [0.1, 0.0, 0.2], [0.1, 0.0, -0.3], [0.0, 0.0, 0.0], [-0.1, -0.1, 0.1], [0.1, -0.2, 0.0], [0.1, 0.1, -0.1], [0.5, 0.0, 0.2], [0.0, 0.0, 0.0], [0.0, -0.3, 0.1], [-0.2, -0.1, 0.3], [0.0, 0.2, -0.2], [0.2, 0.0, 0.0], [0.0, -0.1, -0.1], [0.1, 0.1, -0.1], [0.0, 0.0, 0.0], [0.1, -0.1, 0.2], [-0.1, 0.4, 0.3], [-0.1, -0.2, -0.1], [0.2, -0.1, 0.2], [0.0, -0.1, 0.1], [0.0, -0.1, 0.2], [0.1, 0.0, 0.0], [-0.1, -0.2, -0.1], [0.0, 0.0, -0.1], [0.1, 0.0, -0.1], [0.1, 0.0, 0.1], [0.1, 0.1, -0.1], [-0.1, 0.0, 0.0], [0.2, 0.2, 0.0], [0.0, -0.1, 0.0], [0.1, -0.1, -0.2], [-0.1, 0.0, 0.0]], "lowdin_charge": [0.4531, -0.0803, -0.0435, -0.4110, -0.0880, -0.2177, -0.0535, -0.0613, -0.0555, -0.0577, -0.0617, -0.3423, -0.0673, -0.3426, -0.0669, -0.0647, -0.0569, -0.0494, -0.0800, -0.0666, -0.0448, -0.1845, -0.2256, -0.2004, -0.0996, -0.2038, 0.0329, 0.0340, 0.0190, 0.0793, 0.0400, 0.0968, 0.0076, 0.0319, 0.0266, 0.0256, 0.0398, 0.0138, 0.0704, 0.0478, 0.1115, 0.0936, 0.0850, -0.0168, 0.0425, 0.0353, 0.0199, 0.0988, 0.0877, 0.0344, -0.0017, 0.0396, 0.0146, -0.0141, 0.0920, 0.0341, 0.0324, 0.1126, -0.0036, 0.0482, 0.0198, -0.0021, 0.0042, 0.0279, 0.0356, -0.0011, 0.0976, 0.0387, 0.0406], "charge": -1, "orbital_gap_ha": 0.3173}

Looking at relative energy (zero: lowest compared OMol25 entry of this formula, charge and spin) for the records above, in order, we have 0.0, 240.2, 0.0 kJ/mol.
Looking at molar mass for the records above, in order, we have 633.57, 630.45, 455.45 g mol⁻¹.